{"formula": "C5H6O", "method": "ωB97M-V/def2-TZVPD", "largest_force_ha_per_bohr": 0.0137, "relative_energy_kj_mol": 212.16, "spin_multiplicity": 1, "orbital_gap_ev": 10.61, "lumo_energy_ha": 0.016, "e_homo_ha": -0.374, "smiles": "CCC#CC=O", "elements": ["C", "C", "C", "C", "C", "O", "H", "H", "H", "H", "H", "H"], "xyz": [[1.0001, -1.0231, 0.8903], [0.0483, 0.1284, 1.2421], [-0.3210, 0.8108, 0.0075], [-0.6629, 1.0342, -1.1327], [-1.4581, 0.5505, -2.2471], [-1.1747, -0.4830, -2.8121], [0.5713, -1.6298, 0.0818], [1.9643, -0.6371, 0.5395], [1.1638, -1.6632, 1.7626], [0.4577, 0.7951, 2.0053], [-0.8908, -0.2800, 1.6381], [-2.3938, 1.1021, -2.4538]], "atomic_forces_ev_per_a": [[0.14, -0.14, 0.04], [0.04, -0.03, -0.01], [-0.23, 0.04, -0.47], [-0.03, -0.36, 0.60], [0.01, -0.36, -0.17], [-0.23, 0.66, -0.01], [0.10, 0.16, 0.26], [-0.19, -0.09, 0.12], [0.05, 0.09, -0.12], [0.00, -0.03, -0.13], [0.14, 0.11, 0.07], [0.20, -0.03, -0.16]]}